Record 1
{"formula": "C5H8N2O", "method": "ωB97M-V/def2-TZVPD", "species": ["C", "C", "C", "C", "N", "O", "C", "N", "H", "H", "H", "H", "H", "H", "H", "H"], "xyz": [[-0.0426, 1.9348, -0.0248], [0.8977, -1.8724, -0.0231], [0.9147, 0.7691, -0.0608], [0.5933, -0.5077, -0.0228], [-2.4733, -0.4101, 0.1397], [-1.2033, -0.9974, 0.0772], [2.3079, 1.0826, -0.1401], [3.4123, 1.4083, -0.2035], [-2.9234, -0.7102, 1.0008], [-3.0154, -0.7330, -0.6577], [-1.0647, 1.5718, 0.0356], [0.1801, 2.5684, 0.8360], [0.0849, 2.5443, -0.9215], [1.3957, -2.2397, 0.8720], [1.2941, -2.2623, -0.9585], [-0.3580, -2.1466, 0.0516]], "forces_ev_per_a": [[0.1, -0.1, 0.0], [-1.1, -1.1, 0.1], [-0.5, -0.1, 0.0], [-1.9, 0.6, 0.1], [0.2, 0.6, 0.0], [0.3, 0.6, 0.0], [0.7, 0.2, 0.0], [-0.4, -0.2, 0.0], [0.2, 0.0, -0.1], [0.2, 0.0, 0.1], [0.0, 0.0, 0.0], [0.0, 0.0, 0.0], [0.0, 0.0, 0.0], [0.1, 0.0, -0.1], [0.1, 0.0, 0.1], [2.2, -0.5, -0.1]], "gap_ev": 10.1, "fmax_ev_per_a": 2.2, "homo_energy_ev": -9.342, "e_above_lowest_kj_mol": 558.7, "total_energy_ha": -379.87539}

Record 2
{"formula": "H2NO4S2", "method": "ωB97M-V/def2-TZVPD", "species": ["O", "S", "O", "O", "N", "O", "S", "H", "H"], "xyz": [[0.6226, 0.0640, -1.4892], [1.0420, 0.1284, -0.0974], [1.7930, 1.3076, 0.2591], [1.5371, -1.1263, 0.4410], [-0.8335, 0.2877, 0.8869], [-1.0530, -1.1348, 0.8344], [-1.7951, 1.1369, -0.1834], [-0.1491, -1.4752, 0.6699], [-1.1639, 0.8117, -1.3214]], "forces_ev_per_a": [[0.3, -0.2, 0.2], [-1.1, 1.8, 0.2], [-0.1, -0.1, 0.2], [-0.2, -0.2, 0.2], [3.6, -0.9, -0.6], [-1.0, -0.3, 0.1], [-0.9, 0.4, -0.1], [-0.4, -0.4, 0.3], [-0.1, -0.1, -0.4]], "smiles": "O=S(=O)([O-])N(O)S", "gap_ev": 8.5, "fmax_ev_per_a": 3.8, "homo_energy_ev": -4.929, "e_above_lowest_kj_mol": 146.4, "charge": -1, "total_energy_ha": -1153.28032}

Record 3
{"formula": "C27H17BrIMnN5O2", "method": "ωB97M-V/def2-TZVPD", "species": ["Mn", "C", "O", "C", "C", "C", "C", "C", "C", "N", "N", "C", "C", "O", "C", "C", "C", "C", "C", "C", "C", "C", "H", "H", "H", "H", "H", "H", "H", "H", "H", "H", "H", "H", "H", "Br", "C", "C", "C", "C", "C", "C", "I", "H", "H", "H", "H", "N", "C", "C", "C", "N", "C", "N"], "xyz": [[0.3769, -0.4014, -0.0831], [3.5061, -1.2888, -0.3445], [2.4969, -0.2845, -0.4032], [2.9229, 1.0387, -0.3426], [4.2379, 1.4559, -0.2362], [4.5237, 2.8138, -0.1598], [3.5098, 3.7558, -0.2180], [2.1966, 3.3529, -0.3432], [1.8838, 1.9926, -0.3831], [0.5741, 1.5176, -0.3963], [-0.3558, 2.3959, -0.4353], [-1.6522, 2.1496, -0.3780], [-2.1797, 0.7968, -0.3486], [-1.3767, -0.2016, -0.3263], [-3.5832, 0.5990, -0.3478], [-4.4350, 1.6581, -0.3311], [-3.9663, 2.9984, -0.3145], [-4.8663, 4.0758, -0.2695], [-4.4091, 5.3716, -0.2413], [-3.0355, 5.6243, -0.2683], [-2.1326, 4.5874, -0.3228], [-2.5732, 3.2571, -0.3429], [4.2343, -1.1445, -1.1457], [3.0089, -2.2476, -0.4879], [4.0037, -1.2827, 0.6293], [5.0496, 0.7496, -0.1979], [5.5495, 3.1288, -0.0500], [3.7403, 4.8049, -0.1519], [1.3892, 4.0658, -0.3890], [-3.9412, -0.4191, -0.3366], [-5.5016, 1.4868, -0.3222], [-5.9268, 3.8677, -0.2543], [-5.1091, 6.1935, -0.2034], [-2.6856, 6.6445, -0.2496], [-1.0761, 4.7909, -0.3542], [0.4993, -6.2982, 1.4254], [0.4093, -6.1542, -0.4574], [0.5168, -7.3126, -1.2132], [0.4717, -7.2531, -2.5932], [0.2961, -6.0336, -3.2252], [0.1755, -4.8698, -2.4793], [0.2445, -4.9311, -1.0990], [0.0482, -3.1357, 0.1138], [0.6332, -8.2511, -0.6971], [0.5741, -8.1603, -3.1680], [0.2484, -5.9790, -4.3005], [0.0238, -3.9239, -2.9766], [0.5414, -0.3066, 1.9759], [0.3727, -0.5199, 3.1129], [0.2044, -0.7883, 4.4326], [-0.9507, -0.3572, 5.0989], [-1.9052, -0.0061, 5.6298], [1.1892, -1.5167, 5.1145], [2.0117, -2.1067, 5.6550]], "forces_ev_per_a": [[1.7, 0.8, 0.7], [0.5, -0.8, 0.1], [-0.7, 0.3, -0.1], [-0.6, 1.1, 0.0], [-0.1, -0.3, 0.0], [-0.1, 0.0, 0.0], [0.1, -0.1, 0.0], [-0.2, -0.4, 0.0], [1.7, 0.1, 0.1], [-1.6, 0.1, -0.2], [0.4, -0.4, 0.1], [-0.3, -1.1, 0.0], [-0.2, 1.5, 0.0], [-0.9, -0.8, -0.4], [0.4, -0.4, 0.0], [0.3, 0.1, 0.0], [0.4, 0.3, 0.0], [0.0, 0.1, 0.0], [-0.1, -0.1, 0.0], [0.0, -0.1, 0.0], [-0.1, -0.1, 0.0], [-0.4, 0.5, 0.0], [-0.1, 0.1, 0.1], [0.0, 0.2, 0.0], [-0.1, 0.1, -0.1], [0.1, -0.1, 0.0], [0.1, 0.0, 0.0], [0.0, 0.2, 0.0], [0.0, 0.1, 0.0], [0.0, -0.1, 0.0], [-0.1, 0.0, 0.0], [-0.1, 0.0, 0.0], [0.0, 0.0, 0.0], [0.1, 0.1, 0.0], [0.1, 0.0, 0.0], [0.0, 0.0, -0.1], [0.0, 0.3, 0.5], [0.0, 0.1, 0.1], [0.0, 0.1, 0.0], [0.0, 0.0, 0.1], [0.0, 0.3, 0.0], [0.1, 0.3, 0.1], [-0.1, -1.3, 0.0], [0.0, -0.1, 0.0], [0.0, -0.1, -0.1], [0.0, 0.0, -0.1], [0.0, 0.1, 0.0], [0.0, -0.2, -1.0], [0.0, -0.1, 0.3], [0.0, 0.1, -0.5], [-0.4, 0.2, 0.1], [-0.4, 0.2, 0.2], [0.4, -0.2, 0.1], [0.3, -0.3, 0.2]], "gap_ev": [4.6, 5.2], "fmax_ev_per_a": 2.0, "homo_energy_ev": [-10.523, -10.511], "e_above_lowest_kj_mol": 97.4, "multiplicity": 5, "charge": 1, "total_energy_ha": -5485.74928}